Below is one molecule with the formula C10H8ClN3O3 at a distorted geometry, with properties calculated with ωB97M-V/def2-TZVPD.

As for the SMILES: C[C@@]1(Cl)C(=O)NN=C1c1ccc([N+](=O)[O-])cc1. Its charge is 0. As for the total energy: -33629.975 eV. The value obtained for the HOMO energy is -9.3 eV. The calculation puts the relative energy (zero: lowest compared OMol25 entry of this formula, charge and spin) at 29.7 kJ/mol.

```
25
C10H8ClN3O3 ωB97M-V/def2-TZVPD
C -1.96 1.88 0.20
C -1.93 0.92 -0.96
Cl -3.24 -0.37 -1.14
C -2.01 1.89 -2.04
O -2.60 2.93 -2.30
N -0.91 1.81 -2.82
N -0.01 0.94 -2.30
C -0.55 0.42 -1.23
C 0.31 -0.44 -0.30
C 1.68 -0.51 -0.47
C 2.53 -1.22 0.44
C 1.88 -1.91 1.55
N 2.70 -2.56 2.50
O 3.63 -1.91 2.92
O 2.36 -3.61 2.87
C 0.51 -1.82 1.64
C -0.30 -1.13 0.76
H -2.91 2.39 0.38
H -1.69 1.28 1.00
H -1.20 2.77 0.08
H -0.66 2.71 -3.17
H 2.09 0.12 -1.26
H 3.62 -1.15 0.26
H -0.02 -2.33 2.42
H -1.34 -1.11 0.96
```